{"formula": "C44H38Cl8CuN3O2Si", "method": "ωB97M-V/def2-TZVPD", "e_homo_ev": [-1.01, -4.63], "s2": 0.76, "total_charge": -1, "orbital_gap_ev": [3.12, 6.74], "largest_force_ev_per_a": 1.6, "spin_multiplicity": 2, "symbols": ["Cu", "C", "Si", "C", "N", "C", "C", "C", "C", "C", "C", "C", "C", "C", "C", "C", "C", "C", "C", "C", "C", "C", "H", "H", "H", "H", "H", "H", "H", "H", "H", "H", "H", "H", "H", "H", "H", "H", "H", "H", "H", "H", "H", "H", "H", "H", "Cl", "C", "C", "C", "Cl", "C", "Cl", "C", "Cl", "C", "Cl", "Cl", "C", "C", "C", "C", "N", "C", "H", "H", "H", "H", "Cl", "C", "C", "C", "C", "C", "Cl", "C", "N", "C", "C", "C", "C", "C", "C", "C", "C", "O", "O", "H", "H", "H", "H", "H", "H", "H", "H", "H", "H"], "coordinates": [[-0.332, 1.212, -0.136], [-3.987, 1.238, 1.423], [-3.145, -0.482, 1.531], [-2.434, -1.133, -0.106], [-1.012, -0.833, -0.379], [-0.128, -1.689, 0.481], [0.699, -2.700, -0.309], [-0.201, -3.464, -1.279], [-0.812, -2.486, -2.300], [-0.717, -1.032, -1.817], [-1.970, -0.713, 2.969], [-2.116, -1.785, 3.853], [-1.224, -1.974, 4.899], [-0.158, -1.100, 5.067], [0.010, -0.039, 4.188], [-0.891, 0.157, 3.154], [-4.727, -1.469, 1.862], [-5.383, -1.336, 3.091], [-6.631, -1.898, 3.307], [-7.255, -2.614, 2.293], [-6.624, -2.760, 1.067], [-5.375, -2.189, 0.857], [-4.417, 1.349, 2.421], [-4.822, 1.040, 0.745], [-3.048, -0.704, -0.902], [-2.579, -2.226, -0.145], [-0.761, -2.242, 1.178], [0.524, -1.058, 1.080], [1.170, -3.383, 0.402], [1.506, -2.207, -0.855], [-0.989, -3.959, -0.702], [0.361, -4.248, -1.791], [-1.848, -2.758, -2.517], [-0.263, -2.539, -3.244], [-1.402, -0.403, -2.388], [0.284, -0.647, -1.994], [-2.933, -2.486, 3.720], [-1.359, -2.802, 5.584], [0.544, -1.248, 5.879], [0.849, 0.638, 4.296], [-0.736, 0.982, 2.466], [-4.904, -0.775, 3.888], [-7.125, -1.774, 4.263], [-8.233, -3.050, 2.455], [-7.108, -3.314, 0.272], [-4.899, -2.296, -0.112], [-3.973, 2.016, -1.530], [-3.439, 3.052, -0.250], [-3.391, 2.561, 1.046], [-2.935, 3.445, 2.044], [-2.794, 2.874, 3.672], [-2.600, 4.771, 1.750], [-2.056, 5.821, 3.006], [-2.724, 5.254, 0.460], [-2.348, 6.890, 0.085], [-3.120, 4.383, -0.566], [-3.303, 4.974, -2.169], [2.110, 4.422, -4.017], [1.644, 4.217, -2.350], [2.264, 4.999, -1.360], [1.843, 4.773, -0.040], [0.869, 3.841, 0.225], [0.255, 3.099, -0.750], [0.679, 3.304, -2.030], [3.021, 5.727, -1.614], [2.282, 5.329, 0.779], [0.565, 3.635, 1.242], [0.201, 2.712, -2.801], [5.079, -3.713, -1.296], [4.282, -3.186, -2.741], [4.276, -4.019, -3.846], [3.621, -3.614, -4.998], [2.981, -2.387, -5.039], [3.009, -1.558, -3.928], [2.223, -0.023, -3.996], [3.666, -1.929, -2.749], [3.656, -1.130, -1.603], [4.718, -0.276, -1.277], [5.875, -0.209, -2.053], [6.907, 0.653, -1.721], [6.795, 1.472, -0.610], [5.654, 1.383, 0.178], [4.616, 0.510, -0.118], [3.483, 0.355, 0.871], [2.066, 0.739, 0.447], [1.264, 1.075, 1.353], [1.720, 0.634, -0.761], [4.774, -4.978, -3.795], [3.622, -4.254, -5.871], [2.471, -2.053, -5.932], [2.770, -0.630, -1.433], [5.949, -0.835, -2.935], [7.797, 0.682, -2.339], [7.587, 2.162, -0.350], [5.565, 2.009, 1.058], [3.701, 0.925, 1.772], [3.425, -0.702, 1.163]], "atomic_forces_ev_per_a": [[-0.40, 0.43, -0.59], [0.25, -0.10, -0.11], [-0.14, -0.01, -0.06], [0.04, -0.04, 0.09], [-0.12, 0.45, 0.14], [0.24, -0.13, -0.09], [-0.18, -0.07, -0.09], [0.11, 0.10, -0.01], [-0.02, 0.01, 0.11], [0.02, -0.07, -0.10], [-0.04, 0.21, 0.01], [-0.01, -0.02, -0.04], [0.03, -0.02, 0.04], [-0.06, 0.01, -0.06], [0.10, 0.07, 0.04], [-0.21, -0.05, -0.06], [0.03, 0.01, -0.02], [0.06, 0.01, -0.05], [-0.03, -0.02, 0.03], [0.02, 0.01, -0.02], [-0.04, -0.03, 0.02], [0.12, 0.03, 0.00], [-0.07, -0.08, -0.01], [0.01, -0.01, 0.02], [0.04, 0.05, -0.07], [-0.16, 0.05, 0.04], [-0.02, 0.00, -0.02], [-0.07, 0.05, 0.04], [0.02, 0.03, 0.00], [-0.04, -0.03, 0.09], [-0.02, -0.01, -0.02], [-0.02, -0.02, 0.01], [0.01, 0.00, -0.02], [-0.05, -0.01, -0.03], [0.02, 0.06, 0.05], [0.00, 0.02, 0.03], [0.00, 0.00, 0.04], [0.00, -0.02, -0.02], [0.00, -0.01, 0.00], [-0.02, -0.02, -0.04], [0.06, -0.04, 0.10], [-0.05, -0.02, 0.02], [0.02, -0.01, 0.00], [0.01, 0.00, 0.01], [0.01, 0.01, -0.01], [-0.06, -0.04, 0.01], [0.03, -0.08, 0.05], [0.09, 0.62, -0.46], [0.11, 0.20, 0.71], [0.07, 0.04, -0.50], [-0.07, 0.11, -0.06], [0.03, -0.35, 0.53], [-0.03, -0.06, -0.06], [0.05, -0.28, -0.84], [-0.01, -0.07, 0.09], [-0.08, -0.17, 0.54], [0.12, -0.10, 0.08], [0.03, -0.01, -0.20], [-0.53, -0.45, 0.31], [0.63, 0.58, -0.49], [-0.61, -0.46, 0.54], [0.50, 0.69, 0.07], [-1.10, -0.81, 0.80], [0.26, 0.30, -0.78], [0.00, -0.05, 0.00], [-0.02, -0.01, 0.04], [-0.02, 0.01, 0.05], [0.05, -0.01, -0.05], [0.03, -0.02, 0.00], [0.04, 0.08, -0.05], [0.01, -0.01, 0.01], [0.05, 0.02, -0.01], [-0.03, -0.01, -0.06], [0.01, -0.06, 0.02], [0.00, 0.09, -0.03], [0.06, -0.08, 0.12], [-0.38, 0.11, 0.13], [0.44, -0.04, -0.05], [-0.20, -0.07, -0.03], [0.04, -0.02, 0.01], [-0.02, -0.04, 0.00], [0.01, 0.04, -0.06], [-0.08, 0.04, 0.14], [0.03, 0.09, -0.14], [0.01, 0.08, -0.04], [0.41, -0.18, 0.22], [0.66, -0.57, 0.07], [0.00, 0.02, 0.02], [-0.04, -0.01, 0.01], [-0.01, 0.00, 0.02], [0.06, 0.11, -0.13], [0.04, 0.03, -0.01], [-0.03, 0.03, 0.00], [-0.02, 0.00, 0.00], [-0.01, -0.02, 0.01], [0.06, -0.03, 0.04], [-0.06, 0.00, 0.01]]}